10
Properties=species:S:1:pos:R:3 method="wB97M-V/def2-TZVPD" total_energy_ev=-96993.199 orbital_gap_ev=9.311 e_above_lowest_kj_mol=176.7 e_homo_ev=-9.97
C -0.520 -0.255 -1.248
C 0.397 -0.144 0.993
N 0.580 -0.273 -0.285
F -0.267 1.557 1.805
Cl -0.970 1.494 -1.565
Br -1.055 -1.196 1.872
I 2.137 -0.201 2.233
H -0.151 -0.763 -2.173
H -1.468 -0.692 -0.971
H 1.316 0.473 -0.661